C39H46GeN4O3Sc | ωB97M-V/def2-TZVPD

* net charge: -1
* HOMO-LUMO gap (alpha / beta): 7.07 / 6.29 eV
* relative energy (zero: lowest compared OMol25 entry of this formula, charge and spin): 8.3 kcal per mole
* M: 736.4 g/mol

Last column: Löwdin charge in e.
Geometry (Å):
Sc1 0.270 -0.211 -0.077  0.9214
C1 3.806 -2.366 1.814  -0.0670
O1 3.106 -2.369 3.055  -0.1059
C2 2.653 -1.145 3.491  -0.2360
C3 2.956 -0.772 4.781  -0.0151
C4 2.509 0.444 5.306  -0.1084
C5 1.782 1.286 4.496  -0.0656
C6 1.449 0.928 3.183  -0.1327
C7 0.716 1.891 2.389  -0.0579
N1 0.279 1.702 1.200  -0.0286
N2 -0.343 2.816 0.632  0.0743
C8 -0.856 2.488 -0.517  -0.4735
O2 -0.816 1.307 -1.038  -0.1583
C9 -1.564 3.559 -1.280  -0.1318
C10 -1.721 4.839 -0.751  -0.0334
C11 -2.383 5.816 -1.475  -0.0957
C12 -2.894 5.528 -2.736  -0.1077
C13 -2.739 4.256 -3.265  -0.0856
C14 -2.078 3.274 -2.540  -0.0252
C15 1.839 -0.330 2.660  -0.2805
O3 1.480 -0.746 1.489  -0.1690
H1 4.421 -3.264 1.809  0.0850
H2 4.450 -1.485 1.736  0.1009
H3 3.120 -2.371 0.968  0.0663
H4 3.556 -1.452 5.374  0.1130
H5 2.749 0.721 6.324  0.0887
H6 1.444 2.247 4.868  0.1050
H7 0.540 2.870 2.837  0.1261
H8 -1.315 5.046 0.229  0.1027
H9 -2.501 6.808 -1.056  0.0942
H10 -3.409 6.295 -3.301  0.0924
H11 -3.131 4.025 -4.248  0.0974
H12 -1.949 2.279 -2.941  0.0925
C16 -3.049 0.953 1.916  -0.0201
C17 -2.278 0.177 2.945  -0.2138
C18 -2.315 0.530 4.289  -0.0588
C19 -1.639 -0.217 5.241  -0.0960
C20 -0.943 -1.350 4.852  -0.0543
C21 -0.887 -1.735 3.517  -0.2072
C22 -0.154 -2.981 3.108  -0.0200
C23 -1.531 -0.942 2.557  -0.2287
N3 -1.376 -1.226 1.180  0.0363
C24 -2.059 -2.213 0.609  -0.2919
C25 -3.142 -2.979 1.320  -0.0264
C26 -1.736 -2.529 -0.731  -0.2881
C27 -2.484 -3.633 -1.431  -0.0262
N4 -0.743 -1.839 -1.308  0.0214
C28 -0.485 -2.044 -2.684  -0.2346
C29 -1.329 -1.470 -3.644  -0.2202
C30 -2.513 -0.650 -3.215  -0.0232
C31 -1.052 -1.675 -4.992  -0.0733
C32 0.041 -2.427 -5.390  -0.0985
C33 0.868 -2.993 -4.431  -0.0695
C34 0.616 -2.816 -3.075  -0.2170
C35 1.486 -3.457 -2.033  -0.0319
H13 -3.540 1.815 2.369  0.0781
H14 -3.813 0.326 1.449  0.0843
H15 -2.404 1.310 1.114  0.0516
H16 -2.880 1.407 4.586  0.1014
H17 -1.655 0.081 6.282  0.0935
H18 -0.412 -1.942 5.590  0.1072
H19 0.457 -3.357 3.929  0.0816
H20 0.498 -2.788 2.257  0.0732
H21 -0.856 -3.769 2.817  0.0754
H22 -3.316 -2.568 2.313  0.0807
H23 -2.883 -4.037 1.431  0.0777
H24 -4.081 -2.940 0.763  0.0794
H25 -3.546 -3.397 -1.545  0.0787
H26 -2.429 -4.563 -0.859  0.0797
H27 -2.075 -3.819 -2.422  0.0796
H28 -3.307 -1.282 -2.809  0.0759
H29 -2.925 -0.099 -4.062  0.0775
H30 -2.231 0.056 -2.432  0.0570
H31 -1.698 -1.221 -5.735  0.1045
H32 0.253 -2.567 -6.443  0.0936
H33 1.724 -3.585 -4.732  0.1032
H34 2.282 -4.039 -2.498  0.0761
H35 0.902 -4.118 -1.388  0.0824
H36 1.935 -2.695 -1.393  0.0462
C36 1.059 1.351 -4.055  -0.2016
Ge1 2.601 0.751 -3.004  0.6839
C37 3.665 2.361 -2.586  -0.2357
C38 3.732 -0.364 -4.180  -0.2283
C39 2.095 -0.152 -1.383  -0.2678
H37 1.373 1.953 -4.910  0.0151
H38 0.401 1.950 -3.424  -0.0028
H39 0.493 0.492 -4.416  -0.0019
H40 3.956 2.881 -3.501  0.0059
H41 4.568 2.087 -2.038  0.0066
H42 3.084 3.045 -1.966  0.0086
H43 4.036 0.199 -5.065  0.0063
H44 3.184 -1.250 -4.506  -0.0110
H45 4.629 -0.687 -3.648  0.0073
H46 2.994 -0.606 -0.939  -0.0633

C39H46KN7O2S3 | ωB97M-V/def2-TZVPD

* net charge: -2
* HOMO-LUMO gap: 6.88 eV
* relative energy (zero: lowest compared OMol25 entry of this formula, charge and spin): 17.3 kcal per mole
* M: 780.1 g/mol

Last column: Löwdin charge in e.
Geometry (Å):
K1 0.038 1.069 0.387  0.6722
C1 -4.016 1.032 -0.630  -0.0466
C2 -2.838 0.156 -1.048  -0.3837
C3 -3.014 -1.280 -0.557  -0.0555
C4 -2.591 0.243 -2.542  -0.1346
C5 -3.498 -0.374 -3.394  -0.0625
C6 -3.350 -0.330 -4.769  -0.1074
C7 -2.256 0.330 -5.296  -0.0682
C8 -1.321 0.959 -4.483  -0.1362
C9 -0.119 1.602 -5.148  -0.3748
C10 0.673 0.585 -5.975  -0.0748
C11 -0.530 2.800 -6.005  -0.0723
C12 -1.487 0.950 -3.077  -0.1589
N1 -0.509 1.514 -2.240  0.0421
C13 -0.311 2.820 -2.341  -0.5226
O1 -0.946 3.673 -2.990  -0.0229
C14 0.922 3.352 -1.583  -0.1914
C15 1.299 4.683 -1.746  -0.0130
C16 2.405 5.143 -1.048  -0.0692
C17 3.080 4.295 -0.186  -0.0149
C18 2.627 2.984 -0.059  -0.1866
N2 1.607 2.547 -0.783  0.0383
C19 3.288 2.034 0.953  -0.5079
O2 4.282 2.502 1.543  -0.0221
N3 2.708 0.848 1.076  0.0395
C20 3.305 -0.058 1.961  -0.1680
C21 2.598 -0.520 3.094  -0.1374
C22 3.170 -1.469 3.930  -0.0628
C23 4.428 -1.989 3.679  -0.1079
C24 5.113 -1.559 2.555  -0.0648
C25 4.575 -0.614 1.690  -0.1372
C26 5.353 -0.238 0.445  -0.3758
C27 5.587 -1.459 -0.447  -0.0706
C28 6.669 0.456 0.795  -0.0719
C29 1.212 0.004 3.407  -0.3979
C30 1.176 0.856 4.673  -0.0547
C31 0.172 -1.105 3.468  -0.0638
H1 -4.147 1.004 0.452  0.0501
H2 -4.936 0.679 -1.106  0.0762
H3 -3.854 2.067 -0.933  0.0886
H4 -1.939 0.563 -0.596  0.0322
H5 -3.954 -1.709 -0.915  0.0773
H6 -3.042 -1.294 0.531  0.0349
H7 -2.209 -1.929 -0.907  0.0707
H8 -4.342 -0.900 -2.963  0.1008
H9 -4.070 -0.815 -5.418  0.0850
H10 -2.117 0.355 -6.372  0.0973
H11 0.544 1.960 -4.362  0.1186
H12 0.086 0.207 -6.817  0.0628
H13 0.967 -0.269 -5.362  0.0798
H14 1.578 1.044 -6.381  0.0686
H15 -1.200 2.491 -6.812  0.0663
H16 0.349 3.266 -6.461  0.0702
H17 -1.035 3.536 -5.381  0.0656
H18 0.710 5.308 -2.402  0.1042
H19 2.729 6.172 -1.162  0.0943
H20 3.928 4.607 0.406  0.1030
H21 2.613 -1.803 4.800  0.1015
H22 4.865 -2.726 4.343  0.0847
H23 6.092 -1.973 2.336  0.0983
H24 4.744 0.466 -0.121  0.1197
H25 6.215 -2.204 0.049  0.0645
H26 6.089 -1.164 -1.373  0.0698
H27 4.641 -1.936 -0.709  0.0759
H28 7.320 -0.205 1.375  0.0655
H29 6.463 1.354 1.375  0.0668
H30 7.207 0.740 -0.114  0.0702
H31 0.972 0.657 2.570  0.0482
H32 1.439 0.260 5.552  0.0721
H33 0.177 1.271 4.814  0.0613
H34 1.889 1.678 4.598  0.0852
H35 0.312 -1.737 4.350  0.0787
H36 0.242 -1.755 2.591  0.0670
H37 -0.829 -0.677 3.508  0.0490
N4 0.298 -2.910 -0.314  -0.0830
N5 1.052 -1.928 -1.034  -0.0590
H38 -0.227 -2.506 0.459  0.0308
H39 0.968 -3.558 0.084  0.0531
H40 1.453 -1.215 -0.429  0.0283
H41 0.429 -1.471 -1.692  0.0503
S1 -6.375 -0.840 4.919  0.4869
C32 -5.075 -0.277 4.028  -1.1088
S2 -4.482 1.357 4.149  0.9378
C33 -3.165 0.990 3.039  -1.1937
N6 -3.205 -0.240 2.621  -0.0189
N7 -4.283 -0.931 3.159  -0.1424
C34 -4.400 -2.281 2.736  -0.2082
C35 -5.642 -2.869 2.530  -0.0498
C36 -5.705 -4.177 2.076  -0.0902
C37 -4.545 -4.893 1.820  -0.1057
C38 -3.312 -4.293 2.015  -0.0802
C39 -3.232 -2.988 2.472  -0.0266
S3 -2.059 2.191 2.563  0.4535
H42 -6.539 -2.303 2.725  0.0632
H43 -6.674 -4.631 1.912  0.0964
H44 -4.601 -5.912 1.458  0.0929
H45 -2.399 -4.836 1.804  0.1014
H46 -2.277 -2.506 2.612  0.0938

C39H47AlAsN4OTe | ωB97M-V/def2-TZVPD

* net charge: +3
* HOMO-LUMO gap: 8.36 eV
* M: 817.3 g/mol

Last column: Löwdin charge in e.
Geometry (Å):
Al1 -1.352 0.538 -0.023  0.0382
N1 -3.413 0.622 0.034  0.0319
C1 -4.293 -0.374 -0.637  -0.1693
C2 -4.212 -0.255 -2.148  -0.1478
C3 -2.868 -0.736 -2.663  -0.1774
N2 -1.765 0.060 -2.060  0.0336
H1 -3.672 0.587 1.020  0.0895
H2 -3.716 1.546 -0.289  0.1369
H3 -5.325 -0.219 -0.311  0.1434
H4 -3.974 -1.373 -0.332  0.1096
H5 -4.390 0.778 -2.456  0.1284
H6 -4.997 -0.865 -2.591  0.1406
H7 -2.835 -0.655 -3.753  0.1415
H8 -2.727 -1.783 -2.386  0.1037
H9 -1.820 1.000 -2.473  0.1245
H10 -0.885 -0.327 -2.415  0.1005
O1 0.209 1.058 -0.490  -0.4470
As1 1.872 1.255 -1.074  1.4058
C4 2.293 -0.421 -1.935  -0.3462
C5 2.838 -1.471 -1.198  -0.1640
C6 3.228 -2.632 -1.847  -0.0501
C7 3.095 -2.739 -3.224  -0.0361
C8 2.558 -1.692 -3.958  -0.0435
C9 2.148 -0.535 -3.313  -0.0894
C10 1.831 2.702 -2.346  -0.3150
C11 3.047 3.007 -2.953  -0.0824
C12 3.104 4.039 -3.872  -0.0314
C13 1.955 4.756 -4.176  -0.0268
C14 0.748 4.447 -3.569  -0.0484
C15 0.680 3.418 -2.645  -0.0972
C16 3.210 1.493 0.312  -0.2920
C17 4.485 1.058 -0.057  -0.1048
C18 5.553 1.250 0.801  -0.0307
C19 5.353 1.869 2.026  -0.0246
C20 4.091 2.318 2.382  -0.0403
C21 3.018 2.149 1.521  -0.0821
H11 3.003 -1.357 -0.129  0.1004
H12 3.664 -3.441 -1.282  0.1231
H13 3.437 -3.632 -3.727  0.1260
H14 2.484 -1.764 -5.032  0.1227
H15 1.751 0.305 -3.877  0.1118
H16 3.934 2.432 -2.699  0.1119
H17 4.041 4.284 -4.348  0.1261
H18 2.003 5.563 -4.889  0.1259
H19 -0.140 5.011 -3.814  0.1197
H20 -0.256 3.175 -2.147  0.0895
H21 4.636 0.562 -1.012  0.1078
H22 6.540 0.923 0.508  0.1269
H23 6.182 1.999 2.702  0.1268
H24 3.949 2.821 3.326  0.1206
H25 2.043 2.536 1.789  0.0751
C22 -2.669 2.134 2.493  -0.1245
C23 -2.353 2.976 3.763  -0.1178
N3 -0.930 3.179 3.880  -0.1527
C24 -0.257 1.903 3.969  -0.1164
C25 -0.542 1.066 2.697  -0.1502
N4 -1.407 1.829 1.761  -0.1815
C26 -0.773 3.140 1.445  -0.1206
C27 -0.465 3.932 2.738  -0.1231
H26 -3.333 2.691 1.828  0.1255
H27 -3.147 1.196 2.793  0.1243
H28 -2.705 2.472 4.662  0.1365
H29 -2.843 3.950 3.712  0.1378
H30 -0.625 1.395 4.862  0.1376
H31 0.812 2.076 4.098  0.1273
H32 -1.071 0.138 2.955  0.1141
H33 0.383 0.797 2.171  0.0966
H34 -1.464 3.682 0.795  0.1335
H35 0.142 2.959 0.876  0.0859
H36 -0.969 4.900 2.741  0.1371
H37 0.602 4.126 2.856  0.1260
Te1 -0.267 -1.860 0.373  1.6507
C28 -1.391 -3.274 -0.790  -0.4702
C29 -0.733 -3.768 -1.911  -0.1422
C30 -1.306 -4.785 -2.656  -0.0451
C31 -2.530 -5.311 -2.278  -0.0340
C32 -3.179 -4.824 -1.154  -0.0414
C33 -2.616 -3.801 -0.405  -0.1360
C34 -0.389 -2.916 2.228  -0.4696
C35 -1.569 -3.185 2.900  -0.1347
C36 -1.535 -4.043 3.988  -0.0466
C37 -0.339 -4.607 4.402  -0.0325
C38 0.839 -4.311 3.736  -0.0453
C39 0.817 -3.467 2.640  -0.1419
H38 0.238 -3.376 -2.187  0.0830
H39 -0.782 -5.180 -3.513  0.1218
H40 -2.973 -6.108 -2.853  0.1244
H41 -4.117 -5.262 -0.849  0.1233
H42 -3.127 -3.447 0.480  0.0898
H43 -2.507 -2.747 2.583  0.0945
H44 -2.450 -4.278 4.507  0.1211
H45 -0.324 -5.283 5.241  0.1245
H46 1.776 -4.744 4.051  0.1231
H47 1.731 -3.252 2.099  0.0920

C39H47Cl4EuN8O6S | ωB97M-V/def2-TZVPD

* net charge: 0
* HOMO-LUMO gap (alpha / beta): 5.54 / 3.44 eV
* multiplicity: 7
* relative energy (zero: lowest compared OMol25 entry of this formula, charge and spin): 145.3 kcal per mole
* M: 1049.7 g/mol

Last column: Löwdin charge in e.
Geometry (Å):
Eu1 -0.047 -1.928 0.135  1.7711
N1 -0.360 -1.762 2.696  -0.0487
C1 -1.374 -2.007 3.746  -0.2336
C2 -2.768 -2.250 3.157  -0.2251
C3 -3.066 -3.727 2.903  -0.2038
C4 -2.091 -4.404 1.944  -0.2586
N2 -1.983 -3.683 0.667  -0.0512
H1 0.470 -2.345 2.844  0.0467
H2 -0.015 -0.811 2.780  0.0457
H3 -1.417 -1.150 4.422  0.1053
H4 -1.086 -2.875 4.345  0.1144
H5 -2.837 -1.700 2.219  0.0162
H6 -3.524 -1.860 3.844  0.1067
H7 -4.080 -3.814 2.498  0.1045
H8 -3.044 -4.272 3.851  0.1095
H9 -2.422 -5.438 1.799  0.1121
H10 -1.089 -4.439 2.379  0.0994
H11 -2.905 -3.564 0.255  0.0696
H12 -1.474 -4.279 0.017  0.0608
Cl1 -0.237 -0.364 -2.485  0.6388
C5 -1.416 -1.415 -3.324  -0.9404
Cl2 -2.785 -0.503 -3.930  0.6703
C6 -1.821 -2.531 -2.295  -0.8108
O1 -2.989 -2.857 -2.191  -0.0060
O2 -0.795 -2.969 -1.691  -0.2488
H13 -0.903 -1.859 -4.172  0.0683
Cl3 6.081 -4.361 -3.289  0.7630
C7 6.598 -2.705 -3.242  -0.5694
C8 7.698 -2.369 -4.008  -0.1216
C9 8.256 -1.105 -3.923  -0.0955
C10 7.719 -0.192 -3.033  -0.1272
C11 6.601 -0.523 -2.294  -0.5854
Cl4 5.975 0.675 -1.209  0.7064
C12 5.958 -1.777 -2.387  -0.2860
N3 4.847 -2.102 -1.632  0.0747
C13 3.813 -2.891 -2.140  -0.2384
C14 3.475 -2.759 -3.506  -0.0919
C15 2.532 -3.554 -4.079  -0.0803
C16 1.866 -4.559 -3.277  -0.0600
C17 2.152 -4.673 -1.923  -0.0708
C18 3.085 -3.864 -1.295  -0.1454
C19 3.255 -4.008 0.203  -0.0278
C20 2.017 -3.543 1.032  -0.6469
O3 2.194 -2.914 2.087  -0.0168
O4 0.855 -3.850 0.597  -0.1771
H14 8.132 -3.118 -4.655  0.1011
H15 9.113 -0.844 -4.526  0.1025
H16 8.159 0.787 -2.905  0.1000
H17 4.577 -1.453 -0.892  0.0955
H18 3.986 -2.010 -4.100  0.1197
H19 2.296 -3.434 -5.129  0.0965
H20 1.133 -5.219 -3.721  0.0940
H21 1.645 -5.426 -1.335  0.1158
H22 4.134 -3.482 0.567  0.1143
H23 3.357 -5.070 0.449  0.1289
C21 3.539 -0.032 2.288  -0.0715
O5 3.202 -0.376 0.952  -0.1214
C22 1.913 -0.708 0.761  -0.4137
O6 1.748 -1.114 -0.429  -0.2760
H24 4.449 0.565 2.251  0.0835
H25 3.712 -0.941 2.866  0.0840
H26 2.741 0.549 2.754  0.0851
N4 0.387 6.171 1.548  0.1624
C23 -0.032 7.383 2.041  -0.1638
C24 0.486 8.670 1.949  -0.0104
C25 -0.231 9.673 2.569  -0.0641
C26 -1.420 9.405 3.262  -0.0769
C27 -1.931 8.127 3.358  0.0027
C28 -1.225 7.098 2.734  -0.1871
N5 -1.498 5.752 2.656  0.2003
C29 -0.530 5.231 1.949  -0.2781
C30 -0.441 3.815 1.609  -0.1720
C31 -1.299 2.902 2.220  -0.0145
C32 -1.204 1.565 1.891  -0.1966
N6 -0.340 1.078 0.997  -0.0253
C33 0.471 1.953 0.406  -0.1663
C34 0.464 3.311 0.677  -0.0213
H27 1.230 6.010 1.027  0.1523
H28 1.405 8.873 1.413  0.1133
H29 0.130 10.691 2.515  0.1114
H30 -1.949 10.226 3.727  0.1060
H31 -2.846 7.920 3.895  0.1184
H32 -2.022 3.253 2.943  0.1052
H33 -1.869 0.843 2.350  0.0796
H34 1.165 1.547 -0.321  0.0976
H35 1.156 3.957 0.151  0.0994
C35 -2.699 2.289 -1.502  -0.0747
N7 -3.914 1.502 -1.524  -0.2106
C36 -4.854 1.894 -2.560  -0.0764
C37 -4.059 0.365 -0.813  -0.7043
S1 -2.783 -0.419 -0.049  0.7462
N8 -5.333 -0.116 -0.705  -0.2160
C38 -5.521 -1.494 -0.276  -0.0886
C39 -6.412 0.779 -0.309  -0.0565
H36 -2.944 3.330 -1.266  0.0974
H37 -2.205 2.257 -2.475  0.0797
H38 -2.022 1.901 -0.750  0.0234
H39 -4.304 2.047 -3.490  0.0761
H40 -5.364 2.827 -2.306  0.0920
H41 -5.587 1.109 -2.725  0.0888
H42 -4.884 -2.146 -0.870  0.0617
H43 -6.564 -1.764 -0.437  0.0911
H44 -5.275 -1.624 0.784  0.0758
H45 -6.102 1.818 -0.369  0.0812
H46 -6.698 0.568 0.726  0.0944
H47 -7.288 0.631 -0.944  0.0927

Question: net charge of number 3 (C39H47AlAsN4OTe)?
Answer: +3